# 1
Entry from the OMol25 dataset: C14H22N2O3S in the gas phase at a distorted geometry (the ωB97M-V functional and the def2-TZVPD basis).

Calculated values
E_LUMO = 0.0228 Ha
Molar mass = 298.4 g/mol
E_HOMO = -9.28 eV
Maximum force = 1.13 eV Å⁻¹
SMILES = CCCCNC(=O)CCNS(=O)(=O)c1ccc(C)cc1
Orbital gap = 9.90 eV

Structure (XYZ):
```
42
C14H22N2O3S, DFT the ωB97M-V functional and the def2-TZVPD basis
C 5.66031 1.19917 0.51141
C 4.70939 0.20609 -0.14549
C 3.78583 -0.44484 0.88236
C 2.85670 -1.49664 0.27051
N 1.93134 -0.92428 -0.68430
C 0.71312 -0.47652 -0.32132
O 0.26294 -0.61964 0.80118
C -0.04664 0.27305 -1.39897
C 0.05988 1.78123 -1.08980
N -0.42726 2.14874 0.21214
S -2.05542 2.49581 0.34905
O -2.41297 3.26859 -0.80656
O -2.23822 3.06137 1.65102
C -2.90387 0.92099 0.28502
C -3.63929 0.58542 -0.83354
C -4.26656 -0.64823 -0.88689
C -4.15593 -1.54335 0.17127
C -4.83889 -2.87569 0.12784
C -3.41140 -1.17849 1.29049
C -2.78566 0.05247 1.35256
H 6.28448 0.69916 1.24844
H 5.10107 1.98507 1.01374
H 6.30758 1.65905 -0.23148
H 4.11413 0.73000 -0.89713
H 5.28819 -0.56858 -0.65509
H 4.38813 -0.92720 1.65413
H 3.17574 0.32188 1.36360
H 2.25212 -1.94996 1.05914
H 3.43798 -2.27423 -0.23161
H 2.28895 -0.70017 -1.59843
H -1.09355 -0.02975 -1.36533
H 0.35602 0.07295 -2.39184
H -0.53297 2.35827 -1.80248
H 1.10750 2.09542 -1.16732
H -0.13332 1.52400 0.95151
H -3.71197 1.29807 -1.64044
H -4.84658 -0.91738 -1.75774
H -4.15223 -3.66702 0.42191
H -5.67627 -2.88682 0.82507
H -5.21890 -3.08937 -0.86767
H -3.32197 -1.86829 2.11631
H -2.21152 0.34962 2.21473
```



# 2
Entry from the OMol25 dataset: 2 unconnected molecules or ions with the total composition C14H22N2O4S at a distorted geometry (the ωB97M-V functional and the def2-TZVPD basis).

Calculated values
E_LUMO = 0.0156 Ha
Molar mass = 314.4 g/mol
E_HOMO = -7.99 eV
Maximum force = 5.13 eV Å⁻¹
SMILES = CCO[C@@H]1[C@H](C)C(=O)O[C@]1(S)CCC(N)=O.c1cc[nH]c1
Orbital gap = 8.42 eV

Structure (XYZ):
```
43
C14H22N2O4S, DFT the ωB97M-V functional and the def2-TZVPD basis
C 0.62125 -1.10625 5.03978
C 0.17997 -1.59690 3.66945
O 0.33830 -0.62912 2.64033
C -0.57628 0.41867 2.68580
C -2.01396 0.09001 2.27740
C -2.91001 -0.71777 3.22071
C -1.68888 -0.50172 0.91026
O -2.02350 -1.47341 0.40831
O -0.83006 0.41001 0.37857
C -0.21410 1.24320 1.40546
S -0.83432 2.95117 1.47744
C 1.25733 1.21890 1.02437
C 1.63537 2.22710 -0.07161
C 1.14517 1.78307 -1.43198
N 1.60519 0.59083 -1.96618
O 0.38295 2.45527 -2.04220
H 0.44812 -1.93515 5.71893
H 0.02509 -0.27074 5.38428
H 1.67978 -0.88165 5.05399
H -0.81054 -2.03903 3.70922
H 0.85642 -2.40528 3.41479
H -0.57426 1.05598 3.56803
H -2.62212 0.93683 1.98180
H -3.93522 -0.43526 3.01478
H -2.81799 -1.78114 3.03260
H -2.74736 -0.46691 4.26130
H -1.92647 2.86339 2.25793
H 1.81862 1.46297 1.92063
H 1.51075 0.24001 0.66526
H 1.35912 3.25018 0.13414
H 2.72671 2.21061 -0.12924
H 2.30250 0.13149 -1.39417
H 0.83957 -0.02930 -2.19377
C 0.49722 -0.00743 -5.24743
C -0.40587 -1.10002 -5.35516
C 0.06439 -1.92386 -6.34327
N 1.21324 -1.37028 -6.83876
C 1.48562 -0.20441 -6.17322
H 0.42794 0.82607 -4.56737
H -1.29819 -1.26171 -4.77299
H -0.31774 -2.85108 -6.73533
H 1.77073 -1.75894 -7.57678
H 2.35551 0.38159 -6.41612
```



# 3
Entry from the OMol25 dataset: 2 unconnected molecules or ions with the total composition C14H22N3O8P2 (the ωB97M-V functional and the def2-TZVPD basis).

Calculated values
E_LUMO = -0.1356 Ha
Molar mass = 422.3 g/mol
E_HOMO = -12.20 eV
Charge = +1
Maximum force = 0.51 eV Å⁻¹
Orbital gap = 8.51 eV

Structure (XYZ):
```
49
C14H22N3O8P2, DFT the ωB97M-V functional and the def2-TZVPD basis
C 0.46527 -4.13572 -2.46224
P 2.13270 -3.49956 -1.98043
O 1.97604 -3.44908 -0.33195
C 2.04478 -1.61380 -2.37307
O 2.74705 -0.92208 -1.32338
C 1.89430 -0.46645 -0.32876
O 2.70903 -0.15668 0.79404
C 2.20584 -0.54788 1.92224
N 1.74051 -0.86014 2.92484
C 1.16274 0.80135 -0.81714
C 1.85409 2.15359 -0.60571
C 0.93817 3.16041 0.08596
N 0.98491 3.00439 1.53853
N 0.97176 0.56515 -2.29906
C 0.70843 -0.88809 -2.65866
P 0.36457 -0.81771 -4.46850
O 1.45608 -0.02615 -5.02115
O -1.09411 -0.17733 -4.59152
O 0.21875 -2.28036 -5.03181
H 0.10643 -4.77337 -1.65011
H 0.58489 -4.77898 -3.33475
H -0.30530 -3.39411 -2.66541
H 1.10913 -3.71631 -0.00862
H 2.68141 -1.46379 -3.24929
H 1.18500 -1.23517 -0.02664
H 0.16494 0.81639 -0.36839
H 2.16920 2.55683 -1.57362
H 2.75352 2.02342 -0.00365
H 1.25212 4.17109 -0.18194
H -0.08684 3.03999 -0.30055
H 1.26177 2.05876 1.78739
H 0.05833 3.10817 1.93852
H 0.26862 1.20822 -2.67081
H 1.84368 0.80847 -2.78707
H -0.11509 -1.24799 -2.03714
H -1.68677 -0.23949 -3.83451
H -0.68355 -2.61779 -5.09659
C -2.02351 1.92389 4.80309
C -2.64188 1.23143 5.75572
C -3.83805 0.40310 5.45251
O -4.40243 -0.23206 6.31186
C -4.31942 0.38379 4.04379
C -3.69746 1.07610 3.09404
C -2.49964 1.89236 3.40129
O -1.92541 2.51831 2.52837
H -1.15032 2.53348 4.99789
H -2.31248 1.23282 6.78673
H -5.19818 -0.21825 3.85085
H -4.03366 1.08684 2.06481
```



# 4
Entry from the OMol25 dataset: 2 unconnected molecules or ions with the total composition C14H22NO at a distorted geometry (the ωB97M-V functional and the def2-TZVPD basis).

Calculated values
E_LUMO = -0.2038 Ha
Molar mass = 220.3 g/mol
E_HOMO = -10.82 eV
Charge = +1
Maximum force = 4.24 eV Å⁻¹
Orbital gap = 5.27 eV

Structure (XYZ):
```
38
C14H22NO, DFT the ωB97M-V functional and the def2-TZVPD basis
C 2.94713 0.38993 -2.14242
O 1.59120 0.76425 -2.22481
C 0.73941 -0.29045 -2.18902
C -0.65298 -0.12331 -2.19653
C -1.56470 -1.20748 -2.19454
C -2.91741 -0.97158 -2.19458
C -3.41934 0.33207 -2.19521
C -4.88761 0.56822 -2.18628
C -2.52646 1.40458 -2.20082
C -1.17391 1.18676 -2.20403
H 3.55789 1.29644 -2.12592
H 3.10941 -0.18300 -1.22932
H 3.20905 -0.21313 -3.01120
H 1.16305 -1.28132 -2.15086
H -1.18640 -2.21631 -2.19883
H -3.61306 -1.79486 -2.19813
H -5.11844 1.63278 -2.18219
H -5.36313 0.13391 -3.06590
H -5.34971 0.13085 -1.30118
H -2.91103 2.41000 -2.20093
H -0.47999 2.00917 -2.20836
C 0.28217 -1.34765 1.24279
N 1.20321 -0.39439 1.89657
C 0.57743 0.50811 2.90219
C 1.71619 1.08651 3.75950
C 2.92218 0.13842 3.53237
C 2.40892 -0.94553 2.57055
H 0.80856 -1.90409 0.46794
H -0.12247 -2.05335 1.96687
H -0.54390 -0.81370 0.77376
H -0.01433 1.27748 2.39742
H -0.10656 -0.08972 3.51251
H 1.95754 2.11129 3.44965
H 1.43787 1.15191 4.81912
H 3.77231 0.67801 3.09537
H 3.29274 -0.29161 4.47154
H 2.10564 -1.84264 3.11886
H 3.14950 -1.24657 1.82405
```



# 5
Entry from the OMol25 dataset: a gas-phase ion, C14H22NO (charge +1) at a distorted geometry (the ωB97M-V functional and the def2-TZVPD basis).

Calculated values
E_LUMO = -0.0941 Ha
Molar mass = 220.3 g/mol
E_HOMO = -12.08 eV
Charge = +1
Maximum force = 2.34 eV Å⁻¹
SMILES = CO[C@H](c1ccc(C)cc1)[N@H+]1CCC[C@H]1C
Orbital gap = 9.52 eV

Structure (XYZ):
```
38
C14H22NO, DFT the ωB97M-V functional and the def2-TZVPD basis
C 2.77848 0.76575 -1.65083
O 1.42545 1.04589 -1.24504
C 0.73312 0.07142 -0.51835
C -0.75850 0.41427 -0.79445
C -1.69436 -0.59934 -1.08191
C -2.99669 -0.28565 -1.46572
C -3.42911 1.04107 -1.59096
C -4.87028 1.33561 -1.91589
C -2.44965 2.03883 -1.46109
C -1.14043 1.73141 -1.06359
N 1.22741 0.09525 0.88619
C 0.10793 0.01984 1.87484
C 0.73771 -0.52689 3.13815
C 1.92568 -1.37541 2.74266
C 2.36620 -0.95462 1.33028
C 2.52601 -2.15336 0.42873
H 3.28380 1.73051 -1.76034
H 3.37093 0.14913 -0.94744
H 2.77934 0.28343 -2.64244
H 0.91333 -0.96669 -0.82646
H -1.38857 -1.64781 -0.99997
H -3.72103 -1.07632 -1.64433
H -5.05350 2.40801 -1.99067
H -5.14818 0.85896 -2.86427
H -5.57146 0.95171 -1.15682
H -2.74355 3.06987 -1.64282
H -0.40534 2.53852 -1.02201
H 1.66906 1.01208 0.91294
H -0.62097 -0.67063 1.42094
H -0.32270 1.02401 1.95551
H -0.00770 -1.11201 3.66654
H 1.02418 0.31280 3.78033
H 1.63398 -2.42861 2.70805
H 2.75532 -1.29388 3.44699
H 3.29369 -0.34579 1.35977
H 3.39718 -2.74033 0.75813
H 1.65124 -2.81893 0.49426
H 2.72199 -1.90210 -0.61890
```



# 6
Entry from the OMol25 dataset: a molecular structure, C14H22NO8PS2Zr (the ωB97M-V functional and the def2-TZVPD basis).

Calculated values
E_LUMO (spin up / spin down) = 0.0846 / 0.0788 Ha
Molar mass = 518.7 g/mol
E_HOMO (spin up / spin down) = -3.44 / -5.14 eV
Charge = -1
Maximum force = 0.88 eV Å⁻¹
Orbital gap (spin up / spin down) = 5.74 / 7.29 eV
Spin multiplicity = 2

Structure (XYZ):
```
49
C14H22NO8PS2Zr, DFT the ωB97M-V functional and the def2-TZVPD basis
Zr 0.02869 0.24780 -0.75647
C 0.12353 1.64992 5.34228
C 0.13986 0.75507 4.12212
O -0.54806 1.38570 3.02263
P 0.23603 2.11976 1.84939
S -1.03016 2.48281 0.36363
S 1.75826 1.02673 1.17672
O 0.71641 3.44886 2.59658
C 1.00036 4.67699 1.88647
C 2.24235 4.60914 1.02472
H 0.60871 1.14158 6.17848
H -0.90128 1.88791 5.63034
H 0.65486 2.58096 5.14443
H -0.39378 -0.17641 4.30288
H 1.15561 0.50364 3.81800
H 1.11212 5.41671 2.67587
H 0.12473 4.93716 1.29141
H 3.10123 4.27423 1.60694
H 2.45396 5.60633 0.63168
H 2.10888 3.93088 0.18413
O 0.02998 -4.68552 -4.47220
C 0.83529 -4.78172 -3.52693
O 1.39772 -5.77559 -3.02468
C 1.17280 -3.44153 -2.82804
C 1.89887 -3.44101 -1.61516
C 2.09079 -2.26612 -0.94193
N 1.68193 -1.07431 -1.42230
C 1.04607 -1.04832 -2.64298
C 0.75385 -2.24233 -3.34080
C 0.68712 0.29039 -3.17276
O -0.00121 0.42973 -4.19414
O 0.92660 1.28502 -2.32987
H 2.25668 -4.38682 -1.23336
H 2.56034 -2.23289 0.03388
H 0.19949 -2.21508 -4.26829
C -1.10907 -2.39723 0.91726
O -0.85397 -1.16612 0.31036
H -0.42317 -2.56107 1.75268
H -0.98067 -3.21912 0.21146
H -2.13115 -2.42973 1.30604
C -3.73806 -0.75931 -1.30138
C -2.65403 -0.76317 -2.35072
O -1.81785 0.41200 -2.16294
H -4.32702 -1.67529 -1.37396
H -4.40209 0.09585 -1.43525
H -3.29392 -0.71105 -0.30858
H -3.06919 -0.71105 -3.35404
H -2.03244 -1.65567 -2.29065
H -1.39600 0.62127 -3.03296
```



# 7
Entry from the OMol25 dataset: a molecular structure, C14H23BN6OOs at a distorted geometry (the ωB97M-V functional and the def2-TZVPD basis).

Calculated values
E_LUMO (spin up / spin down) = -0.2424 / -0.4147 Ha
Molar mass = 492.4 g/mol
E_HOMO (spin up / spin down) = -15.61 / -15.74 eV
Charge = +2
Maximum force = 6.31 eV Å⁻¹
Orbital gap (spin up / spin down) = 9.01 / 4.45 eV
Spin multiplicity = 5

Structure (XYZ):
```
46
C14H23BN6OOs, DFT the ωB97M-V functional and the def2-TZVPD basis
H -0.61542 2.84913 1.08261
N -0.13250 1.60000 -0.56307
B 0.66780 0.70737 -2.75617
N 0.52580 1.85403 -1.76377
C 0.85512 3.17567 -1.85690
Os -0.93895 -0.61800 0.02477
H 1.35079 3.55275 -2.72068
C 0.40054 3.78180 -0.68731
H 0.48071 4.82745 -0.46273
C -0.17309 2.77062 0.08270
H 1.15403 1.07987 -3.77933
C -1.30442 -2.50877 0.51905
H -1.88123 -2.28455 1.47381
H -0.32850 -3.05347 0.64176
H -2.05787 -2.89373 -0.20311
N -0.74676 0.10201 -2.86512
N 1.49851 -0.39911 -2.08831
N -1.44381 -0.47477 -1.80144
N 1.03856 -0.99048 -0.90218
C -1.49351 -0.04223 -3.95592
C 2.64023 -0.99870 -2.47619
H -1.06626 0.29590 -4.88038
H 3.09653 -0.71854 -3.41315
C -2.70711 -0.62883 -3.60855
C 2.97539 -1.93829 -1.51321
C -2.67843 -0.85303 -2.25192
C 2.00168 -1.84764 -0.50738
H -3.49974 -0.86604 -4.27418
H 3.79504 -2.62010 -1.53977
H -3.40147 -1.27159 -1.54545
H 1.92316 -2.32811 0.46620
H -2.28443 0.30371 0.41564
C 1.38488 -0.67821 3.60752
C 0.15291 -0.03462 2.97147
C -1.10782 -0.65323 3.55192
C 0.20436 1.45180 3.30726
O 0.21033 -0.22114 1.56033
H 1.30632 -0.54577 4.69168
H 2.31700 -0.19624 3.29123
H 1.44095 -1.75256 3.40589
H -1.12171 -0.48831 4.63858
H -1.98079 -0.18089 3.08575
H -1.11122 -1.72949 3.34660
H 1.11346 1.92877 2.92156
H -0.67615 1.98228 2.93220
H 0.21708 1.55325 4.39769
```



# 8
Entry from the OMol25 dataset: a molecular structure, C14H23BrF6N2O7PdS2Sb at a distorted geometry (the ωB97M-V functional and the def2-TZVPD basis).

Calculated values
E_LUMO (spin up / spin down) = -0.3732 / -0.3741 Ha
Molar mass = 817.6 g/mol
E_HOMO (spin up / spin down) = -17.85 / -17.86 eV
Charge = +3
Maximum force = 1.14 eV Å⁻¹
Orbital gap (spin up / spin down) = 7.69 / 7.68 eV

Structure (XYZ):
```
57
C14H23BrF6N2O7PdS2Sb, DFT the ωB97M-V functional and the def2-TZVPD basis
Pd -0.60671 -0.87703 1.32029
O -1.11213 3.71147 5.14447
C -0.88973 2.66718 4.37544
C 0.15314 1.74850 4.56956
C 0.29228 0.69462 3.70178
N -0.56815 0.52415 2.68291
C -1.55859 1.40526 2.49712
Br -2.63822 0.94608 1.00385
C -1.77376 2.48606 3.29606
H -0.49943 3.78124 5.89107
H 0.84485 1.85276 5.39484
H 1.07349 -0.04411 3.80599
H -2.59197 3.17229 3.12771
C -2.43512 -2.07352 3.77468
O -1.34791 -2.31655 2.85955
C -1.44700 -3.56105 2.13997
C -2.20536 -3.30318 0.86991
O -1.44098 -2.36910 0.05017
C -1.00600 -2.97021 -1.19870
H -3.39817 -2.25454 3.29635
H -2.37335 -1.03524 4.08877
H -2.31694 -2.72518 4.63919
H -1.90828 -4.32548 2.76625
H -0.42232 -3.86396 1.91672
H -3.16857 -2.83112 1.06859
H -2.38291 -4.21613 0.30409
H -0.48575 -3.90624 -1.00008
H -0.34250 -2.27429 -1.68946
H -1.89135 -3.14542 -1.80757
F 3.25487 3.82018 -0.28825
C 3.18781 2.66609 0.34961
F 2.09899 2.61688 1.10499
F 4.26334 2.46535 1.07164
S 3.01879 1.30598 -0.90691
O 1.80476 1.46528 -1.63576
O 4.26679 1.63309 -1.74424
N 3.33025 0.01980 -0.17220
S 2.42892 -1.16286 0.39600
O 1.47353 -1.66917 -0.54473
O 1.88094 -0.88460 1.70523
C 3.78176 -2.41437 0.59220
F 3.22431 -3.50970 1.07067
F 4.69456 -1.95197 1.41731
F 4.30380 -2.64276 -0.60044
C 6.66167 2.31519 -3.38100
Sb 4.64759 1.90213 -3.69725
C 4.18888 0.04608 -4.49932
C 3.41418 3.49978 -4.18954
H 6.84520 2.23470 -2.31049
H 6.87619 3.32472 -3.72705
H 7.26416 1.58810 -3.92258
H 4.65840 -0.68343 -3.83736
H 4.62802 -0.04166 -5.49337
H 3.11372 -0.10961 -4.54175
H 3.66309 4.28769 -3.47761
H 2.36911 3.21304 -4.10044
H 3.64326 3.83850 -5.20002
```



Repeat the third record exactly.
Entry from the OMol25 dataset: 2 unconnected molecules or ions with the total composition C14H22N3O8P2 (the ωB97M-V functional and the def2-TZVPD basis).

Calculated values
E_LUMO = -0.1356 Ha
Molar mass = 422.3 g/mol
E_HOMO = -12.20 eV
Charge = +1
Maximum force = 0.51 eV Å⁻¹
Orbital gap = 8.51 eV

Structure (XYZ):
```
49
C14H22N3O8P2, DFT the ωB97M-V functional and the def2-TZVPD basis
C 0.46527 -4.13572 -2.46224
P 2.13270 -3.49956 -1.98043
O 1.97604 -3.44908 -0.33195
C 2.04478 -1.61380 -2.37307
O 2.74705 -0.92208 -1.32338
C 1.89430 -0.46645 -0.32876
O 2.70903 -0.15668 0.79404
C 2.20584 -0.54788 1.92224
N 1.74051 -0.86014 2.92484
C 1.16274 0.80135 -0.81714
C 1.85409 2.15359 -0.60571
C 0.93817 3.16041 0.08596
N 0.98491 3.00439 1.53853
N 0.97176 0.56515 -2.29906
C 0.70843 -0.88809 -2.65866
P 0.36457 -0.81771 -4.46850
O 1.45608 -0.02615 -5.02115
O -1.09411 -0.17733 -4.59152
O 0.21875 -2.28036 -5.03181
H 0.10643 -4.77337 -1.65011
H 0.58489 -4.77898 -3.33475
H -0.30530 -3.39411 -2.66541
H 1.10913 -3.71631 -0.00862
H 2.68141 -1.46379 -3.24929
H 1.18500 -1.23517 -0.02664
H 0.16494 0.81639 -0.36839
H 2.16920 2.55683 -1.57362
H 2.75352 2.02342 -0.00365
H 1.25212 4.17109 -0.18194
H -0.08684 3.03999 -0.30055
H 1.26177 2.05876 1.78739
H 0.05833 3.10817 1.93852
H 0.26862 1.20822 -2.67081
H 1.84368 0.80847 -2.78707
H -0.11509 -1.24799 -2.03714
H -1.68677 -0.23949 -3.83451
H -0.68355 -2.61779 -5.09659
C -2.02351 1.92389 4.80309
C -2.64188 1.23143 5.75572
C -3.83805 0.40310 5.45251
O -4.40243 -0.23206 6.31186
C -4.31942 0.38379 4.04379
C -3.69746 1.07610 3.09404
C -2.49964 1.89236 3.40129
O -1.92541 2.51831 2.52837
H -1.15032 2.53348 4.99789
H -2.31248 1.23282 6.78673
H -5.19818 -0.21825 3.85085
H -4.03366 1.08684 2.06481
```



What is the molar mass in the fourth record?
220.3 g/mol